The following is a quantum chemistry calculation of a structure of composition C17H35HgO9S4 in a non-equilibrium geometry, from the OMol25 dataset.

Computed properties:
**Energy above the lowest of the compared OMol25 structures with the same formula, charge and spin**: 0.000 eV
**Strongest force on any atom**: 0.044 Eh/bohr
**Total energy**: -3091.693024 a.u.
**M**: 712.3 Da
**Total charge**: +1

Cartesian coordinates (Å):
Hg: 27.102 -2.839 4.294
C: 25.874 -1.962 1.202
O: 26.414 -2.455 2.360
H: 26.668 -1.697 0.480
H: 25.327 -2.741 0.622
H: 25.139 -1.159 1.362
C: 28.769 2.064 2.056
C: 29.035 2.198 3.592
C: 30.005 1.101 3.970
S: 29.526 -0.317 3.003
O: 28.565 -1.141 3.715
O: 30.716 -0.906 2.477
C: 28.602 0.580 1.741
H: 29.562 2.506 1.458
H: 27.815 2.577 1.959
H: 28.059 1.998 4.040
H: 29.410 3.187 3.834
H: 30.047 0.812 5.020
H: 31.019 1.353 3.661
H: 27.557 0.297 1.880
H: 28.876 0.244 0.746
C: 26.893 -7.653 1.232
C: 26.832 -6.498 0.216
C: 26.863 -5.180 0.976
S: 28.011 -5.494 2.298
O: 27.506 -4.908 3.542
O: 29.335 -5.148 1.878
C: 27.801 -7.274 2.381
H: 27.110 -8.595 0.739
H: 25.895 -7.758 1.675
H: 26.060 -6.695 -0.523
H: 27.756 -6.531 -0.380
H: 25.876 -5.097 1.442
H: 27.168 -4.288 0.445
H: 27.520 -7.432 3.426
H: 28.790 -7.739 2.408
C: 24.718 1.839 4.499
C: 23.760 1.795 5.705
C: 23.980 0.385 6.281
S: 24.138 -0.657 4.831
O: 22.920 -1.360 4.579
O: 25.423 -1.344 4.965
C: 24.262 0.695 3.612
H: 25.779 1.815 4.741
H: 24.539 2.781 3.971
H: 22.760 1.875 5.280
H: 23.990 2.554 6.445
H: 23.259 0.031 7.010
H: 24.965 0.429 6.747
H: 23.224 0.766 3.294
H: 24.929 0.338 2.829
C: 22.781 0.546 -1.633
C: 23.725 -0.641 -1.523
C: 25.049 -0.102 -2.031
S: 25.161 1.576 -1.343
O: 25.401 2.505 -2.417
O: 25.986 1.593 -0.152
C: 23.412 1.712 -0.850
H: 21.752 0.374 -1.305
H: 22.601 0.942 -2.638
H: 23.376 -1.450 -2.162
H: 23.819 -0.928 -0.476
H: 25.148 0.062 -3.105
H: 25.953 -0.638 -1.742
H: 23.107 2.678 -1.237
H: 23.359 1.522 0.218



The following is a quantum chemistry calculation of a cluster of 2 separate species, C17H35IN2O3 in total in a non-equilibrium geometry, from the OMol25 dataset.

Computed properties:
**Strongest force on any atom**: 0.052 Eh/bohr
**Total energy**: -1301.446155 a.u.
**M**: 442.4 Da

Cartesian coordinates (Å):
C: 6.411 -1.122 -1.769
C: 5.924 -0.073 -2.767
C: 5.632 1.306 -2.172
C: 4.585 1.364 -1.062
O: 3.249 1.561 -1.520
C: 2.564 0.401 -1.876
C: 2.228 -0.505 -0.709
O: 1.504 -1.675 -1.080
C: 0.980 -1.613 -2.384
C: 0.317 -0.276 -2.639
N: 1.264 0.860 -2.471
I: 0.314 2.541 -1.281
H: 6.344 -2.096 -2.249
H: 5.809 -1.193 -0.869
H: 7.458 -0.998 -1.520
H: 5.093 -0.484 -3.335
H: 6.728 0.064 -3.487
H: 5.327 1.963 -2.984
H: 6.557 1.713 -1.769
H: 4.696 0.500 -0.415
H: 4.807 2.229 -0.446
H: 3.109 -0.097 -2.677
H: 3.119 -0.839 -0.189
H: 1.635 0.041 0.025
H: 1.751 -1.836 -3.125
H: 0.223 -2.388 -2.460
H: -0.090 -0.266 -3.643
H: -0.516 -0.170 -1.950
H: 1.460 1.253 -3.386
C: -1.356 -0.761 0.978
C: -2.860 -0.459 0.835
C: -3.669 -1.586 1.491
C: -3.619 -1.613 3.023
C: -3.402 -0.222 3.641
C: -3.819 0.948 2.742
N: -3.092 0.843 1.481
O: -3.336 1.816 0.648
C: -3.373 2.232 3.441
C: -5.343 0.986 2.586
C: -3.195 -0.462 -0.649
H: -0.771 0.024 0.492
H: -1.095 -1.717 0.513
H: -1.051 -0.804 2.025
H: -4.711 -1.499 1.175
H: -3.328 -2.547 1.098
H: -4.551 -2.044 3.395
H: -2.827 -2.284 3.361
H: -3.930 -0.159 4.595
H: -2.342 -0.106 3.886
H: -2.285 2.272 3.512
H: -3.781 2.273 4.454
H: -3.712 3.115 2.904
H: -5.814 1.084 3.566
H: -5.742 0.086 2.117
H: -5.647 1.842 1.983
H: -2.960 -1.443 -1.070
H: -2.618 0.285 -1.193
H: -4.253 -0.263 -0.820



The following is a quantum chemistry calculation of a cluster of 3 separate species, C17H35N4O6S2 in total in a non-equilibrium geometry, from the OMol25 dataset.

Computed properties:
**Energy above the lowest of the compared OMol25 structures with the same formula, charge and spin**: 0.000 eV
**Strongest force on any atom**: 0.032 Eh/bohr
**Total energy**: -2135.208270 a.u.
**M**: 455.6 Da
**Total charge**: +1

Cartesian coordinates (Å):
C: -6.219 2.692 1.971
C: -5.447 1.673 1.615
N: -4.044 1.896 1.257
C: -3.354 0.737 0.929
N: -3.782 -0.148 -0.037
N: -2.159 0.528 1.600
N: -2.203 -0.827 2.054
C: -1.006 0.769 0.682
C: 0.224 1.309 1.380
C: -0.002 2.625 2.138
C: 1.003 3.684 1.786
O: 0.729 4.827 1.518
O: 2.265 3.213 1.855
C: 3.230 3.883 1.030
C: 3.074 3.509 -0.427
H: -5.812 3.692 2.042
H: -7.264 2.529 2.186
H: -5.816 0.655 1.605
H: -4.100 2.436 0.383
H: -3.408 -0.070 -0.982
H: -4.468 -0.853 0.167
H: -1.997 -1.488 1.304
H: -3.110 -1.053 2.447
H: -0.743 -0.165 0.177
H: -1.311 1.462 -0.107
H: 0.965 1.444 0.591
H: 0.614 0.538 2.043
H: 0.136 2.437 3.204
H: -1.001 3.029 1.996
H: 3.177 4.961 1.166
H: 4.203 3.559 1.396
H: 3.043 2.423 -0.538
H: 3.931 3.864 -0.997
H: 2.156 3.920 -0.846
C: -2.139 -3.972 -2.234
C: -2.125 -4.199 -3.751
C: -2.362 -2.840 -4.423
S: -1.712 -1.609 -3.290
O: -2.811 -0.777 -2.826
O: -0.540 -0.983 -3.834
C: -1.255 -2.753 -1.988
H: -1.774 -4.840 -1.688
H: -3.159 -3.769 -1.900
H: -1.154 -4.595 -4.052
H: -2.881 -4.919 -4.058
H: -1.837 -2.735 -5.369
H: -3.420 -2.628 -4.564
H: -1.412 -2.278 -1.022
H: -0.198 -2.985 -2.118
C: 5.021 -0.284 1.484
C: 5.396 -0.544 0.016
C: 4.938 -1.966 -0.338
S: 3.536 -2.317 0.732
O: 3.879 -3.392 1.623
O: 2.316 -2.369 -0.045
C: 3.587 -0.774 1.634
H: 5.113 0.769 1.746
H: 5.676 -0.853 2.146
H: 4.878 0.175 -0.623
H: 6.463 -0.423 -0.156
H: 4.615 -2.060 -1.371
H: 5.700 -2.711 -0.120
H: 3.286 -0.950 2.664
H: 2.875 -0.112 1.140



The following is a quantum chemistry calculation of a structure of composition C17H36CdCl2O3S4Sb2Si3 in a non-equilibrium geometry, from the OMol25 dataset.

Computed properties:
**Energy above the lowest of the compared OMol25 structures with the same formula, charge and spin**: 0.582 eV
**Strongest force on any atom**: 0.031 Eh/bohr
**Total energy**: -4925.165555 a.u.
**M**: 927.8 Da
**Expectation value of S²**: 0.76
**Multiplicity**: 2
**Total charge**: -1

Cartesian coordinates (Å):
Cd: -0.571 -0.866 0.926
S: 0.699 3.069 3.352
Sb: 1.095 1.878 1.467
S: 1.364 -0.456 2.258
S: -1.358 1.389 0.542
C: -4.959 0.981 -1.729
Si: -3.443 1.956 -2.319
C: -3.735 2.324 -4.168
C: -3.417 3.608 -1.371
Sb: -1.137 0.810 -2.006
Si: -1.159 -0.513 -4.475
C: -0.990 0.275 -6.213
C: 0.301 -1.732 -4.346
C: -2.757 -1.554 -4.514
Si: 0.269 2.921 -2.630
C: 2.048 2.374 -3.049
C: 0.390 4.365 -1.403
C: -0.330 3.712 -4.253
H: -5.879 1.566 -1.789
H: -4.814 0.666 -0.695
H: -5.081 0.076 -2.325
H: -4.645 2.911 -4.309
H: -3.835 1.397 -4.737
H: -2.902 2.884 -4.591
H: -4.424 3.964 -1.142
H: -2.898 4.386 -1.934
H: -2.886 3.469 -0.429
H: -0.002 0.723 -6.337
H: -1.730 1.063 -6.366
H: -1.129 -0.474 -6.994
H: 1.261 -1.239 -4.509
H: 0.214 -2.551 -5.065
H: 0.316 -2.160 -3.343
H: -3.524 -1.094 -5.139
H: -3.160 -1.631 -3.504
H: -2.579 -2.569 -4.878
H: 2.674 2.322 -2.158
H: 2.507 3.082 -3.745
H: 2.059 1.391 -3.525
H: 0.231 4.042 -0.374
H: -0.359 5.129 -1.619
H: 1.379 4.825 -1.454
H: -0.366 2.975 -5.059
H: 0.361 4.506 -4.544
H: -1.322 4.153 -4.149
Cl: 1.882 -0.526 -1.180
C: 3.593 -0.655 -0.682
Cl: 4.261 0.849 -0.034
H: 4.176 -0.917 -1.558
H: 3.649 -1.407 0.097
C: -4.602 -7.143 -3.324
C: -3.969 -5.971 -2.622
C: -2.598 -5.756 -2.719
C: -2.010 -4.649 -2.128
C: -2.800 -3.757 -1.427
C: -4.165 -3.963 -1.302
C: -4.745 -5.071 -1.895
S: -2.116 -2.316 -0.655
O: -2.205 -2.542 0.788
O: -2.926 -1.201 -1.105
O: -0.710 -2.193 -1.069
H: -3.934 -8.004 -3.319
H: -4.802 -6.885 -4.366
H: -5.546 -7.412 -2.852
H: -1.988 -6.462 -3.270
H: -0.946 -4.465 -2.209
H: -4.751 -3.246 -0.742
H: -5.812 -5.233 -1.796



- Among the records above, which one has the highest total energy?
  C17H35IN2O3